Entry 1:
A molecular structure, C6H6N at a distorted geometry. Source: OMol25; level of theory: wB97M-V/def2-TZVPD.

Calculated values
E_tot in eV: -7794.0257
Frontier orbital gap (alpha / beta) in Ha: 0.3350 / 0.3370

```
! wB97M-V def2-TZVPD RIJCOSX def2/J DEFGRID3
* xyz 1 1
C 2.414 -1.586 -0.562
C 1.687 -1.430 -1.630
C 1.969 -0.859 0.507
C -1.003 -0.305 -0.400
C -0.107 0.568 0.561
C 0.750 -0.340 -1.403
N 1.076 0.029 0.025
H 2.166 -0.898 1.530
H -1.362 -1.363 -0.051
H -1.709 0.069 -1.112
H -0.153 1.587 0.474
H -0.171 0.505 1.594
H 0.418 0.342 -2.295
*
```

---

Entry 2:
7 unconnected molecules or ions with the total composition C30H75N5O7 at a distorted geometry. Source: OMol25; level of theory: wB97M-V/def2-TZVPD.

Calculated values
Structure (SMILES): CC1(C)CCCC(C)(C)N1O.CC1(C)CCCC(C)(C)N1O.COC[C@H](C)N.COC[C@H](C)N.COC[C@H](C)N.O.O
E_tot in eV: -54102.9043
Frontier orbital gap in Ha: 0.2835

```
! wB97M-V def2-TZVPD RIJCOSX def2/J DEFGRID3
* xyz 0 1
C -0.655 3.750 -2.127
C -1.581 3.271 -1.021
C -2.717 2.434 -1.732
O -3.717 1.946 -0.876
C -4.764 1.297 -1.574
N -0.808 2.411 -0.170
H -1.212 4.319 -2.872
H -0.279 2.904 -2.702
H 0.309 4.156 -1.823
H -1.888 4.056 -0.330
H -2.334 1.677 -2.415
H -3.258 3.155 -2.345
H -4.460 0.364 -2.049
H -5.322 1.995 -2.199
H -5.541 1.014 -0.864
H -1.502 1.962 0.410
H -0.377 1.751 -0.802
C -2.543 -0.993 -4.355
C -1.100 -0.986 -4.799
C -0.697 0.387 -5.423
O 0.725 0.516 -5.926
C 1.623 0.982 -5.009
N -0.304 -1.377 -3.632
H -3.215 -0.890 -5.207
H -2.786 -0.114 -3.759
H -2.864 -1.911 -3.862
H -1.021 -1.711 -5.608
H -0.919 1.149 -4.676
H -1.372 0.673 -6.230
H 1.893 0.282 -4.218
H 1.194 1.880 -4.565
H 2.582 1.272 -5.437
H -0.608 -2.300 -3.358
H 0.610 -1.604 -3.997
C 3.020 3.481 -2.288
C 3.986 2.419 -1.635
C 5.222 3.054 -0.930
O 5.909 3.988 -1.785
C 7.295 4.105 -1.522
N 3.248 1.726 -0.627
H 3.651 4.098 -2.928
H 2.649 4.165 -1.525
H 2.200 2.970 -2.794
H 4.364 1.728 -2.388
H 5.855 2.188 -0.736
H 4.873 3.525 -0.012
H 7.505 5.077 -1.969
H 7.977 3.337 -1.886
H 7.424 4.270 -0.452
H 2.910 2.446 -0.005
H 2.388 1.351 -1.003
C -2.203 -1.693 -0.577
C -3.474 -2.414 0.186
C -4.382 -2.843 -0.946
C -5.540 -3.724 -0.476
C -4.994 -4.901 0.364
C -3.922 -4.649 1.447
N -2.937 -3.602 0.898
O -1.981 -3.210 1.751
C -4.712 -4.279 2.718
C -3.232 -5.982 1.615
C -4.138 -1.406 1.161
H -1.620 -2.366 -1.206
H -1.365 -1.322 0.013
H -2.665 -0.913 -1.183
H -4.679 -1.992 -1.559
H -3.801 -3.562 -1.524
H -6.239 -3.994 -1.267
H -6.307 -3.105 -0.011
H -4.506 -5.680 -0.222
H -5.889 -5.325 0.819
H -5.507 -3.572 2.479
H -5.228 -5.169 3.078
H -4.138 -3.943 3.582
H -2.483 -5.798 2.386
H -3.848 -6.815 1.953
H -2.614 -6.368 0.805
H -3.312 -0.944 1.703
H -5.011 -1.675 1.756
H -4.573 -0.685 0.469
H -2.542 -2.879 2.456
C 2.084 -1.489 3.865
C 1.613 -0.155 3.328
C 0.811 0.634 4.397
C 1.615 1.349 5.505
C 2.715 2.224 4.838
C 3.638 1.461 3.877
N 2.771 0.680 2.979
O 3.545 0.297 1.850
C 4.429 2.614 3.221
C 4.607 0.571 4.724
C 0.607 -0.298 2.140
H 2.958 -1.883 3.347
H 1.356 -2.276 3.670
H 2.243 -1.390 4.939
H 0.040 1.264 3.954
H 0.279 -0.183 4.884
H 2.123 0.660 6.179
H 0.988 1.959 6.156
H 3.340 2.542 5.673
H 2.333 3.125 4.359
H 3.678 3.278 2.793
H 5.024 3.192 3.928
H 4.991 2.195 2.387
H 4.104 -0.266 5.208
H 5.332 0.135 4.038
H 5.147 1.050 5.540
H -0.287 -0.901 2.299
H 1.184 -0.833 1.387
H 0.227 0.659 1.783
H 3.179 0.862 1.165
O 0.674 0.054 -1.135
H 0.478 -0.375 -1.968
H 1.257 -0.555 -0.682
O 2.154 -2.296 -0.787
H 1.928 -2.422 -1.709
H 3.110 -2.325 -0.768
*
```

---

The lowest E_tot belongs to which entry? C30H75N5O7

---

The lowest E_tot belongs to which entry? C30H75N5O7

---

Which formula does entry 2 have? C30H75N5O7